Entry 1:
Density functional theory data (the ωB97M-V functional and the def2-TZVPD basis) for 2 unconnected molecules or ions with the total composition C4H3IO in a non-equilibrium geometry.

relative energy (zero: lowest compared OMol25 entry of this formula, charge and spin)	55.84	kcal/mol
HOMO-LUMO gap	7.94	eV
molar mass	193.97	g mol⁻¹

Geometry (Å):
C: -0.89 -0.57 0.30
C: -2.06 -0.20 0.20
C: -3.31 0.29 0.16
C: 1.99 0.03 -0.23
O: -4.38 0.67 0.00
I: 3.27 -0.97 1.15
H: 1.07 -0.08 0.01
H: 2.30 -0.29 -1.22
H: 2.00 1.14 -0.37

The computed Löwdin charges, all in e, follow: 0.17 -0.13 -0.13 -0.62 0.25 0.64 -0.22 0.00 0.04

---

Entry 2:
Density functional theory data (the ωB97M-V functional and the def2-TZVPD basis) for 2 unconnected molecules or ions with the total composition C6H10N3O2S in a non-equilibrium geometry.

relative energy (zero: lowest compared OMol25 entry of this formula, charge and spin)	4.99	kcal/mol
HOMO-LUMO gap (alpha / beta)	5.69 / 5.69	eV
molar mass	188.23	g mol⁻¹
net charge	-1

Geometry (Å):
C: 0.30 -0.55 -0.14
C: 0.03 -1.96 -1.79
C: -0.87 -0.26 -0.83
C: -0.82 2.74 0.13
C: 1.99 -2.40 -0.31
C: -1.69 1.52 0.48
N: -0.99 -1.17 -1.88
N: 0.86 -1.65 -0.77
N: -1.84 0.64 -0.63
O: -4.57 -1.31 0.73
O: -2.39 -2.37 0.99
S: -3.31 -1.68 0.08
H: 0.77 -0.10 0.71
H: 0.23 -2.79 -2.44
H: -1.19 3.20 -0.78
H: -0.83 3.48 0.94
H: 0.21 2.43 -0.04
H: 2.38 -1.95 0.60
H: 1.70 -3.44 -0.08
H: 2.79 -2.43 -1.06
H: -1.26 1.03 1.38
H: -2.69 1.88 0.75

The computed Löwdin charges, all in e, follow: -0.07 -0.23 -0.54 -0.13 -0.06 -0.38 0.08 -0.17 -0.06 -0.52 -0.49 0.81 0.09 0.11 0.06 0.05 0.05 0.08 0.08 0.08 0.09 0.09

---

Entry 3:
Density functional theory data (the ωB97M-V functional and the def2-TZVPD basis) for C3H6O2 in the gas phase in a non-equilibrium geometry.

relative energy (zero: lowest compared OMol25 entry of this formula, charge and spin)	7.08	kcal/mol
HOMO-LUMO gap	11.53	eV
molar mass	74.08	g mol⁻¹

Geometry (Å):
C: -1.24 -0.04 -0.90
C: 0.27 0.17 -0.50
C: 0.51 0.04 0.96
O: -0.31 -0.15 1.88
O: 1.90 -0.13 1.15
H: -1.39 0.09 -2.00
H: -1.82 0.73 -0.39
H: -1.47 -1.06 -0.50
H: 0.96 -0.60 -0.99
H: 0.58 1.18 -0.80
H: 2.00 -0.23 2.09

The computed Löwdin charges, all in e, follow: -0.09 -0.17 -0.46 0.07 0.05 0.08 0.07 0.09 0.15 0.12 0.09

---

Entry 4:
Density functional theory data (the ωB97M-V functional and the def2-TZVPD basis) for 2 unconnected molecules or ions with the total composition C4H10N2O2 in a non-equilibrium geometry.

relative energy (zero: lowest compared OMol25 entry of this formula, charge and spin)	21.86	kcal/mol
HOMO-LUMO gap	10.43	eV
molar mass	118.14	g mol⁻¹

Geometry (Å):
C: 2.60 4.33 0.30
C: 1.54 3.24 0.46
N: 0.68 3.43 1.42
O: 1.59 2.25 -0.24
H: 3.46 4.03 0.91
H: 2.19 5.27 0.71
H: 2.94 4.52 -0.73
H: 0.49 4.39 1.71
H: 0.16 2.65 1.84
C: -1.20 -2.94 -0.31
C: -2.24 -3.90 -0.52
N: -2.01 -4.97 -1.29
O: -3.33 -3.79 -0.06
H: -1.57 -1.97 -0.69
H: -0.28 -3.20 -0.85
H: -0.97 -2.83 0.76
H: -1.17 -5.09 -1.86
H: -2.89 -5.43 -1.58

The computed Löwdin charges, all in e, follow: -0.02 -0.65 0.15 0.03 0.09 0.07 0.09 0.11 0.13 -0.02 -0.70 0.15 0.06 0.10 0.08 0.10 0.11 0.12

---

Entry 5:
Density functional theory data (the ωB97M-V functional and the def2-TZVPD basis) for a molecular structure, C34H43CrN5 in a non-equilibrium geometry.

relative energy (zero: lowest compared OMol25 entry of this formula, charge and spin)	12.13	kcal/mol
HOMO-LUMO gap (alpha / beta)	3.70 / 5.42	eV
molar mass	573.75	g mol⁻¹
spin multiplicity	5
⟨S²⟩	6.20
net charge	-2

Geometry (Å):
Cr: 0.06 -0.15 -0.08
C: -2.30 2.04 -2.38
C: -3.25 2.02 -1.17
C: -2.81 1.13 0.03
N: -1.97 0.03 -0.36
C: -2.51 -0.92 -1.15
C: -3.86 -1.10 -1.36
C: -4.53 -1.86 -2.37
C: -3.98 -2.39 -3.53
C: -2.63 -2.51 -3.85
C: -1.51 -2.35 -2.99
C: -1.46 -1.84 -1.71
N: -0.41 -2.00 -0.84
C: 0.45 -3.15 -1.01
C: 1.91 -2.83 -1.32
C: 2.48 -1.83 -0.31
N: 1.95 -0.51 -0.58
C: 2.50 0.26 -1.50
C: 3.66 -0.11 -2.24
C: 4.43 0.62 -3.14
C: 4.33 1.93 -3.53
C: 3.35 2.86 -3.12
C: 2.24 2.66 -2.34
C: 1.76 1.51 -1.67
N: 0.57 1.48 -1.04
C: -0.22 2.70 -1.02
C: -1.09 2.96 -2.25
H: -2.87 2.35 -3.26
H: -1.96 1.02 -2.58
H: -4.21 1.65 -1.54
H: -3.41 3.05 -0.82
H: -3.72 0.78 0.54
H: -2.26 1.71 0.77
H: -4.53 -0.54 -0.72
H: -5.61 -1.90 -2.29
H: -4.69 -2.77 -4.27
H: -2.40 -2.88 -4.85
H: -0.58 -2.73 -3.39
H: 0.06 -3.81 -1.79
H: 0.44 -3.72 -0.07
H: 1.99 -2.39 -2.32
H: 2.49 -3.76 -1.31
H: 3.58 -1.84 -0.32
H: 2.17 -2.11 0.70
H: 4.02 -1.12 -2.08
H: 5.25 0.05 -3.57
H: 5.09 2.30 -4.22
H: 3.47 3.86 -3.51
H: 1.64 3.55 -2.24
H: 0.42 3.57 -0.85
H: -0.88 2.65 -0.16
H: -0.48 2.88 -3.16
H: -1.44 4.00 -2.19
C: 0.80 3.05 2.22
C: 1.73 2.14 3.03
C: 2.87 1.61 2.16
C: 0.97 1.02 3.72
C: 0.99 1.05 5.11
C: 0.40 0.08 5.90
C: -0.20 -0.99 5.24
C: -0.27 -1.08 3.86
C: -0.94 -2.34 3.31
C: -2.23 -2.05 2.53
C: 0.03 -3.16 2.46
C: 0.28 -0.05 3.00
N: 0.19 -0.12 1.68
H: 1.36 3.86 1.73
H: 0.04 3.49 2.87
H: 0.31 2.45 1.47
H: 2.18 2.75 3.82
H: 2.47 1.01 1.35
H: 3.54 0.99 2.76
H: 3.45 2.44 1.73
H: 1.51 1.88 5.59
H: 0.43 0.13 6.98
H: -0.65 -1.78 5.84
H: -1.22 -2.95 4.18
H: -1.99 -1.49 1.63
H: -2.91 -1.45 3.14
H: -2.73 -2.98 2.25
H: 0.31 -2.56 1.59
H: -0.43 -4.09 2.12
H: 0.93 -3.40 3.04

The computed Löwdin charges, all in e, follow: 0.73 -0.20 -0.18 -0.25 -0.11 -0.27 -0.08 -0.16 -0.20 -0.17 -0.09 -0.25 -0.08 -0.26 -0.17 -0.22 -0.07 -0.22 -0.04 -0.13 -0.16 -0.12 -0.04 -0.19 -0.04 -0.24 -0.18 0.10 0.10 0.09 0.10 0.10 0.09 0.08 0.06 0.07 0.06 0.08 0.10 0.09 0.10 0.10 0.10 0.10 0.08 0.09 0.07 0.09 0.08 0.10 0.08 0.10 0.11 -0.07 -0.39 -0.07 -0.16 -0.11 -0.17 -0.11 -0.16 -0.38 -0.07 -0.09 -0.27 -0.06 0.07 0.08 0.03 0.11 0.04 0.08 0.07 0.09 0.06 0.09 0.11 0.04 0.07 0.07 0.02 0.07 0.08

---

Entry 6:
Density functional theory data (the ωB97M-V functional and the def2-TZVPD basis) for 9 unconnected molecules or ions with the total composition C2H23N2O8 in a non-equilibrium geometry.

relative energy (zero: lowest compared OMol25 entry of this formula, charge and spin)	0.00	kcal/mol
HOMO-LUMO gap	10.85	eV
molar mass	203.21	g mol⁻¹
net charge	+1

Geometry (Å):
C: -1.23 2.75 -2.22
N: -1.44 -0.24 -0.20
C: -1.02 0.74 -0.96
N: -1.82 1.69 -1.39
H: -0.55 3.42 -1.71
H: -2.04 3.36 -2.63
H: -0.72 2.32 -3.08
H: -2.40 -0.38 0.08
H: -0.73 -0.96 -0.19
H: -0.01 0.72 -1.32
H: -2.77 1.84 -1.10
H: -1.65 1.11 3.45
H: -1.88 2.57 3.59
O: -1.35 1.95 3.08
H: 2.70 -3.49 0.44
H: 2.85 -3.23 1.94
O: 2.20 -3.26 1.23
H: 4.13 0.81 -1.00
H: 3.99 0.86 -2.54
O: 3.57 1.14 -1.71
H: -0.40 -2.19 2.25
H: 0.14 -3.53 1.63
O: -0.42 -2.76 1.48
H: 1.73 -0.75 -0.16
H: 1.72 0.07 1.08
O: 1.57 0.17 0.12
H: 0.33 1.16 2.50
H: 1.88 1.10 2.72
O: 1.05 0.63 2.87
H: -4.78 -0.34 -0.89
H: -4.28 -0.09 0.55
O: -4.27 0.26 -0.35
H: 1.57 -1.87 -2.90
H: 2.37 -3.20 -2.47
O: 1.96 -2.38 -2.18

The computed Löwdin charges, all in e, follow: -0.04 0.20 -0.14 0.03 0.09 0.09 0.09 0.09 0.10 0.14 0.13 0.05 0.06 -0.05 0.05 0.06 -0.05 0.03 0.04 -0.07 0.03 0.02 -0.07 0.03 0.02 -0.08 0.01 0.05 -0.06 0.07 0.06 -0.04 0.04 0.04 -0.04

---

Entry 7:
Density functional theory data (the ωB97M-V functional and the def2-TZVPD basis) for C2H5N3O in the gas phase in a non-equilibrium geometry.

relative energy (zero: lowest compared OMol25 entry of this formula, charge and spin)	49.91	kcal/mol
HOMO-LUMO gap	9.87	eV
molar mass	87.08	g mol⁻¹

Geometry (Å):
N: -0.51 -0.69 -2.35
N: -0.52 0.24 -1.34
C: -0.08 -0.11 -0.19
N: 0.04 0.84 0.90
C: 0.86 0.48 1.97
O: 1.04 1.13 3.00
H: -0.71 -1.66 -1.98
H: -1.35 -0.46 -2.95
H: 0.27 -1.07 0.27
H: -0.47 1.75 0.94
H: 1.44 -0.45 1.72

The computed Löwdin charges, all in e, follow: -0.04 -0.07 -0.20 0.04 -0.35 0.01 0.10 0.10 0.13 0.17 0.13

---

Entry 8:
Density functional theory data (the ωB97M-V functional and the def2-TZVPD basis) for 2 unconnected molecules or ions with the total composition C5H10O.

relative energy (zero: lowest compared OMol25 entry of this formula, charge and spin)	124.27	kcal/mol
HOMO-LUMO gap	9.71	eV
molar mass	86.13	g mol⁻¹

Geometry (Å):
C: -1.46 0.64 -0.78
C: 1.17 -1.02 0.24
C: -2.06 -0.50 0.05
C: 1.33 0.01 1.31
O: 2.63 -0.32 0.72
C: 2.06 -0.19 -0.63
H: -1.97 0.72 -1.75
H: -0.40 0.47 -0.98
H: -1.56 1.60 -0.27
H: -1.93 -1.46 -0.44
H: -1.58 -0.57 1.03
H: -3.13 -0.35 0.21
H: 1.26 -0.30 2.35
H: 1.10 1.08 1.16
H: 2.67 -0.69 -1.38
H: 1.87 0.87 -0.85

The computed Löwdin charges, all in e, follow: -0.16 0.00 -0.17 -0.18 -0.09 -0.18 0.07 0.03 0.07 0.07 0.05 0.06 0.11 0.11 0.11 0.11

---

Entry 9:
Density functional theory data (the ωB97M-V functional and the def2-TZVPD basis) for a molecular structure, C19H20Cl2N3SbV in a non-equilibrium geometry.

relative energy (zero: lowest compared OMol25 entry of this formula, charge and spin)	0.00	kcal/mol
HOMO-LUMO gap (alpha / beta)	6.44 / 6.41	eV
molar mass	534.00	g mol⁻¹
spin multiplicity	2
⟨S²⟩	0.79
net charge	+4

Geometry (Å):
V: 0.53 0.13 -0.38
C: -0.35 -3.46 -2.16
C: 0.70 -3.08 -1.17
C: 1.68 -3.92 -0.68
C: 2.63 -3.49 0.26
C: 2.66 -2.18 0.73
C: 1.64 -1.41 0.20
N: 0.75 -1.81 -0.65
Sb: 1.50 2.01 2.51
C: 0.16 0.42 2.54
C: -0.25 0.06 3.81
C: -1.40 -0.75 3.95
C: -2.04 -1.18 2.82
C: -1.56 -0.84 1.54
C: -2.26 -1.31 0.31
N: -0.47 -0.07 1.41
C: 0.65 2.84 0.79
C: 0.63 4.22 0.81
C: -0.23 4.91 -0.07
C: -1.03 4.18 -0.91
C: -0.96 2.77 -0.93
C: -1.88 2.00 -1.82
N: -0.10 2.11 -0.13
H: -0.08 -4.38 -2.67
H: -1.31 -3.62 -1.66
H: -0.49 -2.68 -2.92
H: 1.72 -4.94 -1.05
H: 3.39 -4.19 0.60
H: 3.40 -1.83 1.43
H: 0.28 0.41 4.69
H: -1.76 -1.03 4.93
H: -2.93 -1.79 2.90
H: -2.50 -2.38 0.38
H: -3.21 -0.78 0.20
H: -1.69 -1.17 -0.61
H: 1.25 4.78 1.50
H: -0.27 5.99 -0.07
H: -1.72 4.67 -1.58
H: -2.91 2.17 -1.49
H: -1.81 2.34 -2.86
H: -1.72 0.92 -1.79
Cl: 2.79 1.05 -0.92
C: 2.39 1.16 -2.70
Cl: 0.74 0.42 -2.86
H: 3.11 0.56 -3.24
H: 2.36 2.20 -2.99

The computed Löwdin charges, all in e, follow: 0.72 0.03 -0.22 0.08 0.07 0.01 -0.26 -0.02 1.81 -0.48 -0.05 0.06 0.08 -0.24 0.02 -0.06 -0.52 -0.05 0.06 0.07 -0.26 -0.01 -0.08 0.12 0.10 0.09 0.16 0.16 0.13 0.12 0.16 0.16 0.12 0.13 0.05 0.12 0.16 0.16 0.13 0.12 0.03 0.73 -0.63 0.76 0.08 0.08

---

Entry 10:
Density functional theory data (the ωB97M-V functional and the def2-TZVPD basis) for C10H16N4O4 in the gas phase in a non-equilibrium geometry.

relative energy (zero: lowest compared OMol25 entry of this formula, charge and spin)	33.91	kcal/mol
HOMO-LUMO gap	8.75	eV
molar mass	256.26	g mol⁻¹

Geometry (Å):
C: -4.03 1.94 0.03
C: -2.71 1.25 0.34
O: -2.40 0.45 -0.82
C: -1.49 2.17 0.49
N: -1.00 2.69 -0.73
C: -0.38 1.41 1.24
O: -0.44 1.30 2.48
N: 0.57 0.92 0.43
C: 1.61 0.10 0.92
C: 1.27 -1.38 1.22
C: 0.64 -1.98 0.04
C: 0.99 -3.08 -0.63
N: 0.13 -3.22 -1.67
C: -0.84 -2.34 -1.52
N: -0.64 -1.60 -0.44
C: 2.80 0.20 -0.06
O: 2.77 0.82 -1.14
O: 3.81 -0.62 0.24
H: -4.81 1.35 -0.53
H: -4.54 2.37 0.88
H: -3.65 2.72 -0.60
H: -2.86 0.73 1.31
H: -1.70 -0.21 -0.72
H: -1.73 2.95 1.19
H: -1.18 2.17 -1.66
H: -0.13 3.15 -0.89
H: 0.43 0.99 -0.54
H: 1.98 0.51 1.84
H: 0.62 -1.32 2.13
H: 2.20 -1.88 1.56
H: 1.80 -3.81 -0.51
H: 0.09 -3.92 -2.43
H: -1.62 -2.22 -2.24
H: 4.58 -0.48 -0.38

The computed Löwdin charges, all in e, follow: -0.04 -0.36 -0.08 -0.30 0.04 -0.42 0.04 0.11 -0.22 -0.07 -0.27 -0.06 0.05 -0.17 0.11 -0.42 0.07 0.10 0.10 0.07 0.06 0.15 0.01 0.15 0.13 0.08 0.12 0.16 0.14 0.13 0.13 0.17 0.13 0.15

---

Entry 11:
Density functional theory data (the ωB97M-V functional and the def2-TZVPD basis) for a molecular structure, C4H4InO2 in a non-equilibrium geometry.

relative energy (zero: lowest compared OMol25 entry of this formula, charge and spin)	0.00	kcal/mol
HOMO-LUMO gap (alpha / beta)	5.54 / 6.08	eV
molar mass	198.89	g mol⁻¹
net charge	+1

Geometry (Å):
O: 2.26 -0.11 -0.15
C: 1.11 -0.65 0.26
H: 1.11 -1.06 1.29
C: -0.02 -0.73 -0.55
C: -1.31 -0.35 0.13
C: -0.49 0.89 0.50
O: -0.47 1.90 -0.32
In: 1.46 1.66 -0.01
H: 0.09 -0.41 -1.59
H: -1.59 -0.95 1.01
H: -2.15 -0.19 -0.56

The computed Löwdin charges, all in e, follow: -0.15 -0.30 0.17 -0.02 -0.06 -0.26 -0.13 1.31 0.15 0.14 0.14

---

Entry 12:
Density functional theory data (the ωB97M-V functional and the def2-TZVPD basis) for a molecular structure, C25H28BCaF2N10O4S in a non-equilibrium geometry.

relative energy (zero: lowest compared OMol25 entry of this formula, charge and spin)	4.45	kcal/mol
HOMO-LUMO gap	6.86	eV
molar mass	653.52	g mol⁻¹
net charge	-1

Geometry (Å):
Ca: -0.82 -0.58 0.71
C: 1.02 1.08 4.23
C: -0.12 0.13 4.27
N: -0.75 -0.37 3.21
C: -1.71 -1.21 3.71
C: -1.67 -1.22 5.06
N: -0.66 -0.35 5.41
C: -2.44 -1.92 6.11
O: -3.31 -2.80 5.68
O: -2.21 -1.69 7.29
C: -2.63 -1.97 2.81
O: -3.49 -2.69 3.35
O: -2.43 -1.82 1.57
H: 0.95 1.70 3.34
H: 1.97 0.54 4.21
H: 1.01 1.72 5.11
H: -0.40 -0.16 6.36
H: -3.26 -2.86 4.66
S: 0.29 2.11 0.71
C: -0.82 2.75 -0.45
N: -0.62 3.77 -1.22
N: 0.59 4.32 -1.14
C: 0.95 5.36 -1.97
C: 0.07 5.89 -2.91
C: 0.48 6.94 -3.71
C: 1.76 7.47 -3.61
C: 2.64 6.93 -2.67
C: 2.24 5.89 -1.86
N: -2.14 2.23 -0.68
N: -2.36 1.09 -0.23
C: -3.73 0.69 -0.42
C: -3.99 -0.60 -0.86
C: -5.31 -1.01 -1.01
C: -6.35 -0.14 -0.70
C: -6.07 1.14 -0.25
C: -4.76 1.56 -0.10
H: 1.27 3.87 -0.53
H: -0.92 5.48 -2.99
H: -0.21 7.35 -4.44
H: 2.07 8.29 -4.24
H: 3.64 7.33 -2.57
H: 2.93 5.47 -1.13
H: -3.18 -1.28 -1.07
H: -5.51 -2.01 -1.35
H: -7.37 -0.47 -0.81
H: -6.88 1.81 0.00
H: -4.53 2.56 0.25
F: 0.57 -2.66 -1.82
B: 0.53 -2.26 -0.52
F: 1.45 -3.02 0.16
C: 3.37 -0.33 0.99
N: 3.06 0.00 -0.40
C: 3.72 -0.99 -1.26
N: 5.17 -1.01 -1.07
C: 5.43 -1.31 0.34
N: 4.82 -0.33 1.25
C: 5.34 0.99 0.90
N: 5.08 1.36 -0.49
C: 3.62 1.31 -0.70
C: 5.68 0.33 -1.34
H: 2.96 -1.31 1.22
H: 2.90 0.42 1.63
H: 3.50 -0.74 -2.30
H: 3.31 -1.97 -1.04
H: 6.51 -1.32 0.51
H: 5.03 -2.30 0.57
H: 6.42 1.00 1.07
H: 4.87 1.74 1.55
H: 3.40 1.57 -1.74
H: 3.14 2.05 -0.05
H: 6.77 0.34 -1.19
H: 5.48 0.58 -2.39

The computed Löwdin charges, all in e, follow: 1.09 -0.01 -0.34 0.08 -0.13 -0.08 0.18 -0.50 0.11 0.07 -0.55 0.07 -0.16 0.02 0.08 0.08 0.17 -0.01 0.52 -0.82 0.04 -0.02 -0.25 -0.03 -0.10 -0.12 -0.11 -0.04 0.04 -0.07 -0.26 -0.04 -0.07 -0.09 -0.09 -0.03 0.05 0.10 0.10 0.09 0.10 0.11 0.11 0.10 0.10 0.10 0.11 0.04 -0.66 0.01 -0.19 -0.08 -0.17 -0.09 -0.18 -0.09 -0.19 -0.09 -0.20 -0.19 0.12 0.11 0.13 0.11 0.12 0.13 0.12 0.12 0.13 0.08 0.12 0.12

---

Which of these has the highest molar mass? C25H28BCaF2N10O4S